## A
{"formula": "C4H12N2O", "method": "ωB97M-V/def2-TZVPD", "homo_energy_ev": -9.1, "lumo_ha": 0.0378, "smiles": "NCCCNCO", "symbols": ["N", "C", "C", "C", "N", "C", "O", "H", "H", "H", "H", "H", "H", "H", "H", "H", "H", "H", "H"], "positions_angstrom": [[-2.71266, -0.44899, 0.33544], [-1.84355, 0.66632, -0.02362], [-0.75666, 0.84993, 1.02151], [0.40341, -0.11663, 0.84932], [1.24330, 0.29507, -0.28029], [2.26135, -0.67442, -0.63367], [2.62014, -0.52279, -1.97449], [-3.34780, -0.69215, -0.41247], [-2.18167, -1.28521, 0.53967], [-1.40689, 0.56693, -1.03591], [-2.46513, 1.56143, -0.09714], [-0.32835, 1.85763, 0.99315], [-1.21536, 0.68070, 2.00306], [0.07759, -1.15912, 0.72877], [1.04311, -0.09916, 1.73329], [0.66116, 0.39935, -1.10313], [1.89116, -1.70141, -0.52017], [3.15901, -0.57518, -0.00522], [2.89783, 0.39769, -2.11810]], "nbo_charge": [-0.837, -0.213, -0.421, -0.218, -0.651, 0.112, -0.716, 0.358, 0.349, 0.150, 0.193, 0.220, 0.218, 0.154, 0.194, 0.355, 0.138, 0.144, 0.470]}


## B
{"formula": "C4H12N2O", "method": "ωB97M-V/def2-TZVPD", "homo_energy_ev": -8.9, "lumo_ha": 0.0346, "smiles": "NCC[C@@H](N)CO", "symbols": ["N", "C", "C", "C", "N", "C", "O", "H", "H", "H", "H", "H", "H", "H", "H", "H", "H", "H", "H"], "positions_angstrom": [[1.99050, 0.08494, -1.77229], [2.10895, 0.42544, -0.37534], [0.75443, 0.92438, 0.18807], [-0.26464, -0.19649, 0.36755], [-0.32869, -0.68309, 1.76331], [-1.65310, 0.29626, -0.01061], [-2.55704, -0.80793, 0.01743], [1.95177, 0.92144, -2.32236], [2.75442, -0.47118, -2.12400], [2.38123, -0.43960, 0.23084], [2.85090, 1.20974, -0.17895], [0.92539, 1.64771, 0.98434], [0.39612, 1.59809, -0.61360], [0.05887, -1.03087, -0.25228], [-1.29313, -0.72575, 2.08858], [0.00999, -1.63628, 1.83624], [-1.93767, 1.06245, 0.72410], [-1.69932, 0.76372, -0.99823], [-3.28880, -0.66166, -0.61744]], "nbo_charge": [-0.845, -0.210, -0.405, -0.085, -0.847, -0.063, -0.739, 0.352, 0.361, 0.186, 0.163, 0.220, 0.184, 0.199, 0.365, 0.358, 0.159, 0.172, 0.475]}


## C
{"formula": "C4H12N2O", "method": "ωB97M-V/def2-TZVPD", "homo_energy_ev": -8.9, "lumo_ha": 0.0325, "smiles": "C[C@@H](CO)NCN", "symbols": ["C", "C", "C", "O", "N", "C", "N", "H", "H", "H", "H", "H", "H", "H", "H", "H", "H", "H", "H"], "positions_angstrom": [[0.94782, 1.52494, 0.46947], [0.69811, 0.06844, 0.03108], [1.44301, -0.88051, 0.97857], [2.84919, -0.79732, 0.72847], [-0.72568, -0.27471, 0.09835], [-1.65903, 0.20613, -0.81759], [-2.89499, -0.74048, -0.94400], [0.22053, 2.16100, -0.04489], [0.76862, 1.67187, 1.53331], [1.94677, 1.86354, 0.21027], [1.05823, -0.10455, -0.98373], [1.07293, -1.90352, 0.91342], [1.34528, -0.56038, 2.01615], [2.98612, -1.15031, -0.15859], [-0.96922, -0.20857, 1.06744], [-2.16553, 1.13378, -0.50859], [-1.37685, 0.37949, -1.85306], [-2.50315, -1.67119, -0.79618], [-3.04214, -0.71766, -1.93992]], "nbo_charge": [-0.629, -0.059, -0.065, -0.714, -0.655, -0.050, -0.831, 0.206, 0.203, 0.223, 0.184, 0.173, 0.173, 0.460, 0.368, 0.153, 0.176, 0.346, 0.338]}


Out of the structures above, which one is the least stable? Solution: C.